# 1
# C30H22BF5N8RhSTe

C30H22BF5N8RhSTe as an isolated structure (ωB97M-V/def2-TZVPD, the OMol25 dataset).

Summary:
Charge   +2
HOMO energy (spin up / spin down)   -14.04 / -14.04 eV
Max |F|   0.63 eV/A
Spin multiplicity   2
Energy relative to the best compared isomer or geometry (same formula, charge and spin)   13.7 kJ/mol

Each line ends with the Löwdin charge.
Geometry (Å):
Te  -1.2493  -1.5827  1.7535  1.586
Rh  -0.5755  0.4000  -0.0240  0.764
S  -0.1172  -1.1738  -1.7080  0.926
F  -3.1209  -0.7650  -6.6456  0.218
F  -0.5079  -1.4058  -6.7260  0.187
F  -2.9654  -0.4104  -1.9844  0.089
F  0.8946  -1.5716  -4.4093  0.145
F  -4.3705  -0.2787  -4.3155  0.180
N  2.0241  1.6556  0.3163  0.065
N  3.3123  4.2663  0.6357  0.073
N  1.9571  4.2181  0.6494  -0.024
N  1.3559  0.4745  0.3344  -0.113
N  0.1464  2.7362  1.5573  0.037
N  -0.4324  2.0241  -1.2402  -0.083
N  0.3921  3.0402  -0.9216  0.037
N  -0.7618  1.7319  1.4970  -0.115
C  -0.9925  -0.9583  -3.1488  -0.464
C  1.4444  5.4671  0.8208  -0.105
C  -3.0871  -0.5728  -4.3197  -0.128
C  3.6356  5.5267  0.8059  -0.118
C  -2.3601  -0.6374  -3.1562  -0.243
C  -1.7947  -3.8468  -0.3273  -0.156
C  -2.2000  -3.2250  0.8506  -0.503
C  -3.9723  -4.8244  1.1079  -0.049
C  0.0374  3.3533  2.7394  -0.014
C  -0.7105  3.6498  -2.7365  0.000
C  0.5288  -2.5136  2.3776  -0.509
C  2.1527  -2.8097  4.1114  -0.050
C  -1.1157  2.3858  -2.3314  -0.088
C  -0.9696  2.7500  3.4690  -0.004
C  2.2604  -0.5200  0.2839  -0.128
C  -0.3819  -1.2460  -4.3861  -0.209
C  -1.4320  1.7282  2.6577  -0.147
C  -3.2898  -3.7085  1.5722  -0.138
C  0.2483  4.0270  -1.8149  -0.008
C  1.1938  -3.4339  1.5728  -0.153
C  2.4946  6.3409  0.9307  -0.030
C  3.5272  0.0254  0.2607  0.010
C  2.3447  -4.0393  2.0493  -0.051
C  2.8260  -3.7218  3.3140  -0.041
C  0.9921  -2.2047  3.6511  -0.130
C  -3.5717  -5.4472  -0.0615  -0.043
C  -2.4415  -0.8337  -5.5348  -0.087
C  -1.0880  -1.1684  -5.5715  -0.120
C  3.3355  1.4004  0.2801  0.000
C  -2.4857  -4.9615  -0.7773  -0.054
B  1.1887  2.9666  0.4095  -0.623
H  -3.6103  -3.2311  2.4892  0.095
H  1.9560  -1.5496  0.3080  0.075
H  3.7229  -4.1995  3.6829  0.120
H  0.8123  -3.7054  0.5952  0.094
H  0.8310  4.9281  -1.7335  0.140
H  2.5197  -2.5764  5.1013  0.120
H  4.4633  -0.5014  0.2557  0.120
H  0.6814  4.1789  2.9871  0.139
H  -1.0695  4.2158  -3.5763  0.117
H  2.4512  7.4041  1.0792  0.107
H  2.8611  -4.7659  1.4385  0.120
H  4.6721  5.8150  0.8357  0.116
H  -1.8794  1.7552  -2.7473  0.103
H  -4.8163  -5.2035  1.6667  0.122
H  4.0259  2.2255  0.3143  0.117
H  0.3813  5.6397  0.8527  0.132
H  -2.1695  -5.4565  -1.6851  0.117
H  -2.2265  1.0225  2.8392  0.076
H  -0.9412  -3.4945  -0.8884  0.040
H  -4.1043  -6.3183  -0.4176  0.121
H  0.4597  -1.5082  4.2872  0.101
H  -1.3194  3.0187  4.4479  0.118

Forces on the atoms, in the same order (eV/Å):
Te 0.263 0.134 -0.061
Rh -0.339 -0.512 0.130
S 0.419 0.388 -0.183
F 0.023 -0.002 0.043
F 0.040 -0.014 -0.013
F 0.057 0.070 -0.131
F -0.095 0.013 -0.049
F -0.002 0.003 0.030
N -0.196 0.096 0.123
N 0.150 -0.355 -0.058
N 0.069 -0.073 -0.033
N 0.129 -0.369 -0.133
N 0.008 -0.107 -0.145
N 0.062 0.168 -0.156
N -0.162 -0.076 0.083
N 0.182 0.060 0.140
C -0.119 -0.217 0.291
C 0.043 0.353 0.046
C 0.022 0.011 0.250
C 0.024 0.116 0.024
C -0.382 0.158 0.032
C -0.055 -0.014 0.095
C -0.077 0.030 -0.068
C -0.017 0.030 0.054
C 0.016 0.019 0.058
C -0.003 0.009 0.000
C 0.025 -0.048 -0.006
C 0.052 -0.028 0.027
C 0.048 0.030 0.057
C 0.011 0.016 0.020
C -0.162 0.214 0.043
C 0.117 -0.098 -0.302
C -0.156 0.022 -0.120
C 0.054 0.035 -0.090
C -0.017 -0.016 -0.008
C -0.154 -0.059 0.031
C -0.261 -0.065 -0.015
C -0.007 0.124 0.022
C 0.014 0.011 0.041
C 0.012 -0.005 -0.001
C -0.049 0.122 -0.109
C -0.002 -0.047 -0.052
C 0.034 -0.015 -0.061
C 0.109 -0.009 0.187
C 0.111 -0.151 0.096
C 0.032 0.037 -0.007
B -0.026 -0.110 -0.007
H 0.006 0.015 0.014
H -0.013 -0.021 -0.071
H 0.017 -0.008 0.006
H 0.001 0.011 0.025
H 0.028 0.035 -0.008
H 0.005 -0.001 0.010
H 0.039 -0.016 -0.013
H 0.015 0.034 0.014
H -0.008 0.017 -0.031
H -0.018 0.044 0.008
H 0.020 -0.029 -0.027
H 0.063 0.014 0.001
H 0.014 -0.049 -0.063
H -0.015 -0.008 0.011
H 0.013 0.009 -0.018
H -0.054 0.032 0.004
H 0.006 -0.015 -0.021
H 0.033 0.038 0.005
H 0.033 0.006 -0.003
H -0.004 -0.009 -0.006
H -0.002 0.002 -0.007
H -0.025 0.020 0.055

# 2
# H27O17S

H27O17S as an isolated structure (ωB97M-V/def2-TZVPD, the OMol25 dataset).

Summary:
Charge   -1
HOMO energy   -6.27 eV
Max |F|   9.93 eV/A
Spin multiplicity   1
Energy relative to the best compared isomer or geometry (same formula, charge and spin)   606.9 kJ/mol

Each line ends with the Löwdin charge.
Geometry (Å):
S  -0.1328  0.2983  -0.0555  0.504
O  2.0402  -1.4707  2.1405  -0.119
O  -0.0188  1.7753  0.0215  -0.235
O  -0.4718  -0.0987  -1.3875  -0.278
O  -1.5688  -1.8577  -3.1235  -0.089
O  -3.6368  -0.9857  -0.6585  -0.071
O  1.9392  1.2723  2.9365  -0.064
O  -1.6008  -3.4237  -0.4115  -0.139
O  0.0892  2.9573  1.6905  -0.166
O  3.5072  0.0683  -0.3655  -0.130
O  0.7782  0.6653  -3.4735  -0.071
O  -1.2548  2.9863  -1.8665  0.226
O  -2.0258  1.0073  2.2335  -0.105
O  1.0722  -0.2677  0.3495  -0.260
O  2.4802  2.6603  -0.0285  -0.043
O  -1.6648  -2.2257  1.5725  -0.070
O  -1.2808  -0.1567  0.7715  -0.250
O  1.3032  -3.0437  -0.4235  -0.095
H  0.5182  0.2543  -4.1885  -0.090
H  2.3602  0.4233  2.6965  0.025
H  -0.8678  3.9383  -1.6495  0.242
H  0.1112  2.5443  0.7295  -0.220
H  0.6172  2.3163  2.2185  -0.007
H  2.5042  2.0643  2.9855  0.067
H  2.5742  -0.2757  -0.0375  0.026
H  0.2652  0.3493  -2.5825  0.022
H  -2.8358  -0.5287  -0.5425  -0.047
H  -3.9938  -1.3247  0.2665  0.127
H  1.9812  -2.5167  2.0885  0.119
H  -1.7668  -2.9437  0.4605  -0.080
H  -1.7308  0.6813  1.3745  -0.238
H  -1.6208  -1.4527  0.9425  -0.037
H  -2.3028  2.9323  -1.5135  0.299
H  4.1602  -0.5177  0.1435  0.082
H  -1.8058  -2.6707  -1.0775  0.032
H  -1.0448  -1.2257  -2.5685  -0.014
H  1.5422  -1.0927  1.3915  -0.083
H  -1.6198  -1.8727  2.4945  0.117
H  -0.6368  2.4053  -1.4145  0.063
H  -0.7298  -2.3157  -3.4015  0.071
H  -1.4358  1.8003  2.3725  0.023
H  1.6492  2.2193  -0.0965  -0.045
H  0.3062  -3.0607  -0.8565  0.098
H  1.3212  -2.1337  -0.3025  -0.079
H  2.9252  1.8423  0.1455  -0.020

Forces on the atoms, in the same order (eV/Å):
S -3.771 -0.122 0.318
O 0.689 -3.678 0.929
O -1.708 -5.255 -8.253
O -0.587 0.107 -2.335
O 2.760 0.017 0.102
O -3.359 -1.992 1.917
O -0.240 0.197 0.378
O -0.407 2.086 -2.520
O 0.205 2.336 3.190
O -0.383 -2.261 1.979
O 1.224 3.254 7.795
O -3.846 4.385 -0.064
O -1.704 4.809 4.830
O 2.487 -0.687 0.454
O 0.445 0.752 -0.142
O -0.570 0.091 3.135
O 4.645 -2.056 -6.599
O -3.630 -2.293 -2.300
H -2.385 -3.502 -5.455
H 0.251 0.694 0.221
H -1.222 -2.365 -0.542
H 0.405 3.430 5.292
H -0.326 0.693 -0.445
H 0.160 -1.109 -0.380
H 2.952 1.038 -1.141
H 1.525 0.571 -3.063
H 1.507 0.806 0.811
H 1.664 1.303 -2.840
H 0.015 3.531 -0.087
H 0.283 -2.032 -1.022
H -1.478 1.756 1.625
H 0.124 -0.653 1.632
H 4.131 -0.116 -0.879
H -1.502 1.280 -1.106
H 0.072 -2.176 1.102
H -1.443 -0.106 -0.145
H 0.027 -0.923 0.951
H -0.083 -0.232 -1.341
H 1.081 -2.088 1.890
H -1.480 -0.213 -0.227
H -0.920 -0.775 0.102
H -1.133 0.523 -0.230
H 2.970 -0.866 1.937
H 0.660 2.602 0.473
H 1.895 -0.759 0.049

# 3
# BH3OS

BH3OS as an isolated structure (ωB97M-V/def2-TZVPD, the OMol25 dataset).

Summary:
Charge   0
HOMO energy (spin up / spin down)   -4.85 / -9.94 eV
Max |F|   3.16 eV/A
Spin multiplicity   3
Energy relative to the best compared isomer or geometry (same formula, charge and spin)   119.1 kJ/mol

Each line ends with the Löwdin charge.
Geometry (Å):
S  1.3664  0.4348  -1.0969  0.565
O  -0.4972  0.4178  1.3173  0.014
B  -0.6102  -0.3824  0.2797  -0.381
H  1.0171  -0.5651  -1.7684  -0.291
H  0.0405  1.2129  1.5204  0.111
H  -1.3167  -1.1180  -0.2521  -0.018

Forces on the atoms, in the same order (eV/Å):
S 1.369 2.733 0.799
O -1.274 1.675 1.344
B 2.231 -0.748 0.052
H -0.688 -2.227 -1.492
H -0.121 -1.350 -0.691
H -1.517 -0.083 -0.011

# 4
# C24H35F13N2O12S

A 5-piece molecular cluster, C24H35F13N2O12S overall (ωB97M-V/def2-TZVPD, the OMol25 dataset).

Summary:
Charge   0
HOMO energy   -9.81 eV
Max |F|   0.74 eV/A
Spin multiplicity   1
SMILES   CCN[C@H]1OS(=O)(=O)[C@H](CC=O)[C@@H](F)[C@H]1N.CCOC(=O)C(F)(F)F.CCOC(=O)C(F)(F)F.CCOC(=O)C(F)(F)F.CCOC(=O)C(F)(F)F

Each line ends with the Löwdin charge.
Geometry (Å):
S  -1.6800  1.1496  3.6792  0.645
F  4.2436  0.6667  -4.8297  0.171
F  2.1113  -6.2945  -2.1188  0.162
F  -2.4509  5.9104  -1.3006  0.174
F  -2.7403  -0.8277  0.4936  0.011
F  4.1561  -5.6322  4.4470  0.165
F  0.0936  -6.8146  -2.7099  0.174
F  5.5671  -4.0405  4.8689  0.166
F  4.7632  -5.2310  6.4870  0.173
F  -0.6362  5.7195  -2.4659  0.179
F  3.5111  -1.0565  -5.9238  0.175
F  -1.5545  3.9620  -1.5849  0.147
F  0.4878  -6.1533  -0.6876  0.167
F  2.5555  -0.4632  -4.0733  0.160
O  -2.4344  1.5871  4.8157  -0.248
O  -1.3347  2.3898  2.7698  -0.170
O  4.4502  -1.7488  -2.7419  0.165
O  0.0659  -4.2390  -3.4615  0.172
O  1.0820  -3.6947  -1.5177  0.038
O  3.1920  -2.9377  4.3880  0.034
O  -1.9153  4.3874  -4.3876  0.035
O  -5.2942  -1.0583  3.7789  0.077
O  -3.8351  5.1483  -3.4659  0.174
O  -0.4628  0.4094  3.8597  -0.258
O  5.7196  -1.7986  -4.6106  0.037
O  2.5718  -3.6857  6.4283  0.170
N  -3.4435  3.2192  1.8761  0.004
N  -3.1604  1.5645  -0.4367  0.076
C  -2.9630  -1.1928  3.3208  -0.106
C  0.9706  -2.2827  -1.8152  -0.187
C  -1.8036  5.1486  -2.1749  -0.541
C  3.2858  -3.6898  5.4702  -0.408
C  -0.3977  -1.7568  -1.4453  -0.050
C  2.1088  -1.9774  4.3716  -0.190
C  -2.7519  5.2886  -6.4967  -0.058
C  6.7007  -2.6431  -3.9615  -0.186
C  -4.1846  -1.1669  4.2166  -0.250
C  2.4680  -0.7242  5.1331  -0.054
C  -2.1566  2.6908  1.5733  -0.297
C  -3.8523  4.7133  3.8752  -0.073
C  0.8159  -5.9799  -1.9710  -0.549
C  6.2697  -4.0918  -3.9800  -0.056
C  -2.7716  0.1777  2.6424  -0.268
C  -2.1136  1.4966  0.5640  -0.267
C  -2.1042  0.1242  1.2709  -0.278
C  4.4753  -4.6662  5.3196  -0.550
C  3.7242  -0.5604  -4.7049  -0.547
C  0.5848  -4.5192  -2.4221  -0.406
C  -3.4590  4.6005  2.3963  -0.235
C  4.6745  -1.4585  -3.8800  -0.404
C  -2.6646  4.9124  -3.4363  -0.409
C  -2.5920  4.0634  -5.6264  -0.185
H  -1.1767  -2.2139  -2.0540  0.087
H  3.3860  -0.2887  4.7371  0.086
H  -0.4368  -0.6780  -1.5997  0.084
H  -1.9518  3.3209  -6.0961  0.127
H  -1.5993  3.5036  1.1013  0.145
H  -4.0516  1.2647  -0.0610  0.087
H  -4.0153  -1.2288  5.3032  0.131
H  -2.0859  -1.4693  3.9128  0.114
H  -3.7473  0.6605  2.5550  0.134
H  7.0575  -4.7129  -3.5552  0.085
H  -3.1932  5.0032  -7.4510  0.084
H  6.8605  -2.2806  -2.9471  0.125
H  5.3634  -4.2403  -3.3942  0.077
H  -0.6169  -1.9712  -0.4000  0.071
H  -3.5507  3.6031  -5.3923  0.126
H  -4.1597  5.1849  1.7895  0.108
H  -3.4016  6.0242  -6.0246  0.079
H  7.6105  -2.4900  -4.5367  0.125
H  -3.2623  2.5135  -0.7700  0.064
H  -4.9370  4.7831  3.9946  0.074
H  1.1995  -2.1211  -2.8650  0.107
H  1.7536  -1.8184  -1.2204  0.126
H  -1.0695  -0.2072  1.4221  0.150
H  -3.1127  -1.9492  2.5463  0.134
H  -1.7833  5.7511  -6.6866  0.084
H  1.9502  -1.7658  3.3166  0.124
H  -3.3856  5.5870  4.3367  0.076
H  -2.4732  5.0514  2.2510  0.112
H  2.6143  -0.9339  6.1922  0.082
H  -3.5113  3.8373  4.4348  0.055
H  1.6615  -0.0006  5.0278  0.059
H  6.0807  -4.4208  -5.0017  0.085
H  -1.1589  1.5779  0.0321  0.143
H  -3.9614  2.6300  2.5157  0.104
H  1.2122  -2.4497  4.7709  0.124

Forces on the atoms, in the same order (eV/Å):
S -0.253 0.111 0.040
F -0.023 0.005 -0.026
F 0.005 -0.026 0.012
F 0.047 -0.008 0.003
F -0.005 0.073 0.104
F 0.028 -0.013 -0.004
F 0.031 -0.007 0.028
F 0.017 -0.026 0.011
F 0.013 -0.009 -0.038
F -0.008 0.002 0.050
F -0.026 0.037 -0.007
F 0.075 -0.004 0.045
F 0.002 -0.034 -0.010
F -0.055 0.130 -0.113
O 0.175 -0.093 -0.019
O 0.278 -0.259 -0.073
O -0.014 -0.021 0.033
O -0.033 -0.002 -0.020
O -0.031 -0.087 -0.003
O 0.056 -0.060 0.028
O 0.012 0.038 0.072
O -0.323 0.095 -0.157
O -0.036 0.020 -0.001
O -0.261 0.246 0.061
O -0.065 0.055 0.002
O -0.006 0.007 0.035
N 0.417 -0.125 0.284
N 0.145 -0.265 0.028
C 0.210 -0.015 0.103
C 0.043 0.309 0.015
C -0.082 0.032 -0.048
C 0.009 0.002 -0.074
C -0.009 -0.164 0.015
C -0.236 0.173 -0.077
C 0.045 0.087 0.091
C 0.202 -0.127 0.090
C 0.144 0.002 0.078
C 0.133 -0.013 0.070
C -0.446 0.478 -0.357
C 0.056 -0.242 -0.021
C -0.052 0.058 -0.039
C -0.123 0.027 -0.052
C 0.088 -0.299 -0.190
C -0.111 -0.035 -0.064
C 0.206 -0.065 0.115
C -0.054 0.042 0.047
C 0.043 -0.122 0.149
C 0.080 0.017 0.040
C -0.109 0.313 0.019
C 0.056 -0.009 -0.079
C 0.058 -0.062 -0.019
C -0.090 -0.092 -0.219
H 0.008 0.026 -0.029
H -0.022 0.013 -0.026
H 0.008 0.012 0.000
H 0.042 0.014 0.047
H 0.062 -0.139 0.223
H -0.026 0.106 -0.008
H 0.062 -0.075 0.079
H -0.004 0.048 -0.197
H 0.085 0.073 0.116
H 0.016 0.001 0.005
H -0.002 -0.014 -0.010
H -0.065 0.015 0.002
H 0.023 0.011 0.032
H 0.007 0.037 0.024
H -0.006 0.043 0.054
H 0.117 -0.036 0.054
H -0.028 -0.030 -0.002
H -0.039 0.031 -0.042
H -0.073 0.010 0.061
H 0.121 0.023 0.009
H -0.040 -0.088 -0.036
H 0.021 -0.065 0.009
H -0.130 -0.027 -0.162
H -0.085 0.103 0.044
H 0.002 -0.027 -0.033
H 0.054 -0.030 -0.007
H -0.182 -0.008 -0.090
H -0.034 -0.158 -0.044
H -0.037 -0.027 -0.005
H 0.045 0.094 -0.048
H -0.001 -0.002 -0.004
H 0.040 -0.009 0.000
H -0.072 0.105 0.150
H -0.136 -0.072 -0.173
H 0.043 -0.033 0.050